Record 1
The following is a DFT calculation (ωB97M-V/def2-TZVPD) of a 8-piece molecular cluster, C17H52N2O8 overall.

For the gap between HOMO and LUMO (spin up / spin down), the calculation gives 0.3545 / 0.1262 hartree. Its total charge is +1. The spin multiplicity is 2.

CARTESIAN COORDINATES (ANGSTROEM)
1 C 4.019 -0.233 -2.236
2 C 2.536 -0.584 -2.187
3 C 2.219 -1.699 -3.150
4 O 2.242 -1.093 -0.911
5 H 4.624 -1.131 -2.110
6 H 4.233 0.391 -1.368
7 H 4.345 0.375 -3.080
8 H 1.947 0.291 -2.463
9 H 2.551 -1.419 -4.150
10 H 1.152 -1.921 -3.144
11 H 2.762 -2.597 -2.855
12 H 2.980 -1.653 -0.660
13 C -1.467 0.014 -2.780
14 C -1.169 1.403 -2.221
15 C -0.704 2.498 -3.185
16 O -2.369 1.852 -1.659
17 H -0.610 -0.354 -3.344
18 H -2.309 0.044 -3.471
19 H -1.766 -0.780 -2.096
20 H -0.425 1.390 -1.425
21 H -1.498 2.564 -3.929
22 H 0.248 2.339 -3.691
23 H -0.666 3.437 -2.633
24 H -2.980 1.862 -2.399
25 C 2.890 5.116 0.860
26 C 1.800 4.233 0.314
27 C 2.261 2.930 -0.192
28 O 0.796 4.031 1.249
29 H 3.458 5.618 0.076
30 H 3.568 4.561 1.508
31 H 2.488 5.929 1.465
32 H 1.320 4.764 -0.508
33 H 3.025 3.090 -0.953
34 H 1.524 2.435 -0.825
35 H 2.739 2.261 0.524
36 H -0.095 4.039 0.894
37 O 4.082 -0.179 1.729
38 H 4.000 0.234 2.588
39 H 3.184 -0.231 1.401
40 O 1.017 -0.234 1.345
41 H 1.437 -0.430 0.507
42 H 0.110 -0.030 1.117
43 O 1.464 1.891 3.098
44 H 1.181 1.133 2.587
45 H 1.031 2.636 2.683
46 C -2.693 1.931 2.873
47 C -2.746 0.707 2.048
48 C -4.101 0.556 1.294
49 O -3.893 -0.500 0.364
50 C -4.937 -0.695 -0.525
51 N -1.710 0.706 1.124
52 H -1.687 2.266 3.124
53 H -3.324 1.829 3.756
54 H -3.160 2.695 2.252
55 H -2.562 -0.141 2.708
56 H -4.351 1.489 0.789
57 H -4.911 0.328 1.988
58 H -5.069 0.141 -1.211
59 H -5.846 -0.900 0.041
60 H -4.732 -1.563 -1.151
61 H -1.743 1.591 0.639
62 H -2.076 0.007 0.495
63 C 1.228 -4.509 0.304
64 C 0.457 -4.131 1.546
65 C -0.983 -4.789 1.514
66 O -1.699 -4.444 0.332
67 C -2.152 -3.125 0.278
68 N 1.209 -4.567 2.719
69 H 2.256 -4.148 0.346
70 H 0.825 -4.026 -0.586
71 H 1.177 -5.574 0.078
72 H 0.256 -3.066 1.660
73 H -1.548 -4.519 2.406
74 H -0.967 -5.878 1.548
75 H -2.841 -2.973 -0.553
76 H -1.262 -2.518 0.113
77 H -2.572 -2.788 1.226
78 H 0.855 -4.025 3.495
79 H 2.130 -4.157 2.651

=====

Record 2
The following is a DFT calculation (ωB97M-V/def2-TZVPD) of a 10-piece molecular cluster, C17H52NO12 overall.

For the gap between HOMO and LUMO, the calculation gives 0.2430 hartree. Its total charge is -1.

CARTESIAN COORDINATES (ANGSTROEM)
1 N 1.497 -0.534 -0.428
2 O 0.458 -1.034 -0.038
3 O 1.696 0.648 -0.229
4 O 2.453 -1.194 -0.874
5 C 5.103 5.405 4.056
6 O 4.616 5.504 2.758
7 H 4.424 5.846 4.786
8 H 5.193 4.341 4.270
9 H 6.084 5.839 4.248
10 H 4.238 4.659 2.503
11 C 4.884 -1.854 -7.055
12 O 4.822 -2.875 -6.078
13 H 5.818 -1.315 -6.903
14 H 4.881 -2.240 -8.074
15 H 4.062 -1.164 -6.864
16 H 4.396 -2.487 -5.310
17 C 8.339 1.327 -2.494
18 O 7.092 1.683 -3.074
19 H 8.422 0.251 -2.343
20 H 9.186 1.471 -3.164
21 H 8.603 1.757 -1.528
22 H 6.382 1.407 -2.490
23 C 0.848 -7.566 -2.576
24 O -0.468 -7.952 -2.886
25 H 1.050 -7.784 -1.527
26 H 1.525 -8.220 -3.124
27 H 0.998 -6.496 -2.723
28 H -1.045 -7.381 -2.374
29 C 7.517 -4.499 3.063
30 O 6.123 -4.414 2.891
31 H 7.906 -3.515 3.325
32 H 7.652 -5.162 3.918
33 H 7.971 -4.924 2.168
34 H 5.904 -4.043 2.033
35 C 2.988 -0.196 7.146
36 C 1.649 -0.440 6.484
37 C 0.522 -0.766 7.499
38 O 1.273 0.714 5.823
39 H 3.764 0.020 6.411
40 H 3.278 -1.139 7.609
41 H 2.931 0.563 7.927
42 H 1.801 -1.184 5.701
43 H 0.570 -1.810 7.807
44 H -0.466 -0.654 7.054
45 H 0.565 -0.149 8.396
46 H 1.365 0.519 4.888
47 C -2.396 5.393 -5.331
48 C -3.654 6.265 -5.207
49 C -4.032 6.837 -6.620
50 O -4.751 5.449 -4.763
51 H -1.951 5.060 -4.394
52 H -1.635 5.985 -5.839
53 H -2.520 4.504 -5.949
54 H -3.540 7.036 -4.445
55 H -3.241 7.390 -7.127
56 H -4.870 7.533 -6.630
57 H -4.309 5.943 -7.179
58 H -4.533 5.049 -3.917
59 C -5.952 4.382 2.748
60 C -4.861 3.210 2.645
61 C -5.330 1.910 3.270
62 O -4.714 2.920 1.263
63 H -6.332 4.437 3.768
64 H -6.788 4.152 2.088
65 H -5.536 5.331 2.410
66 H -3.955 3.514 3.169
67 H -5.777 2.137 4.238
68 H -4.508 1.197 3.339
69 H -6.145 1.542 2.647
70 H -4.248 2.083 1.194
71 C -6.133 -3.715 -1.913
72 C -6.071 -4.840 -0.863
73 C -6.624 -6.141 -1.369
74 O -4.744 -5.054 -0.521
75 H -5.432 -4.038 -2.683
76 H -5.796 -2.826 -1.380
77 H -7.121 -3.477 -2.306
78 H -6.661 -4.469 -0.026
79 H -6.427 -7.050 -0.800
80 H -6.252 -6.270 -2.386
81 H -7.708 -6.107 -1.477
82 H -4.322 -4.233 -0.259

=====

Record 3
The following is a DFT calculation (ωB97M-V/def2-TZVPD) of C17H53O12Ti as an isolated structure.

For the gap between HOMO and LUMO (spin up / spin down), the calculation gives 0.1940 / 0.3184 hartree. As for the energy above the lowest of the compared OMol25 structures with the same formula, charge and spin: 0.442 eV. The spin multiplicity is 4.

CARTESIAN COORDINATES (ANGSTROEM)
1 Ti -32.163 17.257 -7.729
2 C -29.121 20.283 -8.318
3 C -30.203 19.339 -7.839
4 O -31.401 19.730 -7.895
5 O -29.908 18.174 -7.462
6 H -29.034 21.098 -7.601
7 H -29.417 20.719 -9.274
8 H -28.202 19.735 -8.517
9 C -27.759 21.733 -12.019
10 O -26.840 22.807 -12.012
11 H -27.600 21.061 -11.165
12 H -28.810 22.039 -12.038
13 H -27.550 21.095 -12.886
14 H -26.595 22.913 -11.068
15 C -27.208 20.688 -4.627
16 O -25.983 20.500 -3.936
17 H -28.048 20.264 -4.083
18 H -27.373 21.752 -4.843
19 H -27.215 20.199 -5.612
20 H -25.278 20.644 -4.572
21 C -27.791 15.514 -8.018
22 O -27.543 16.885 -8.278
23 H -28.799 15.223 -8.332
24 H -27.093 14.871 -8.557
25 H -27.668 15.212 -6.971
26 H -28.297 17.284 -7.799
27 C -31.461 20.068 -4.657
28 O -30.422 19.128 -4.430
29 H -32.265 19.580 -5.217
30 H -31.910 20.439 -3.736
31 H -31.034 20.890 -5.240
32 H -30.235 18.767 -5.308
33 C -26.390 23.142 -7.984
34 O -26.138 23.331 -9.394
35 H -25.971 22.201 -7.624
36 H -25.959 24.005 -7.479
37 H -27.471 23.109 -7.884
38 H -25.184 23.363 -9.529
39 C -30.935 14.567 -5.375
40 C -31.350 15.952 -4.895
41 O -32.574 16.390 -5.523
42 H -30.679 14.555 -6.432
43 H -31.712 13.822 -5.180
44 H -30.100 14.230 -4.754
45 H -30.565 16.654 -5.161
46 H -31.452 15.964 -3.809
47 H -33.294 15.936 -5.074
48 C -34.583 23.520 -8.645
49 C -33.989 22.137 -8.455
50 O -32.583 22.212 -8.302
51 H -35.670 23.439 -8.691
52 H -34.215 24.020 -9.540
53 H -34.342 24.139 -7.779
54 H -34.222 21.525 -9.337
55 H -34.409 21.679 -7.551
56 H -32.183 21.336 -8.141
57 C -28.526 18.114 -11.541
58 C -27.096 17.697 -11.831
59 O -26.661 16.651 -10.977
60 H -28.612 18.549 -10.545
61 H -29.180 17.235 -11.552
62 H -28.912 18.806 -12.291
63 H -26.486 18.595 -11.645
64 H -26.919 17.364 -12.852
65 H -26.993 16.855 -10.083
66 C -34.836 18.797 -6.877
67 C -35.243 18.110 -8.179
68 O -34.280 17.069 -8.509
69 H -35.575 19.575 -6.677
70 H -33.897 19.336 -7.037
71 H -34.743 18.102 -6.047
72 H -35.272 18.853 -8.975
73 H -36.200 17.606 -8.044
74 H -34.753 16.365 -8.961
75 C -29.209 25.003 -10.626
76 C -30.227 23.912 -10.376
77 O -31.195 24.372 -9.458
78 H -29.651 25.874 -11.121
79 H -28.425 24.682 -11.313
80 H -28.783 25.352 -9.687
81 H -29.678 23.034 -9.999
82 H -30.741 23.528 -11.268
83 H -31.784 23.633 -9.213

=====

Record 4
The following is a DFT calculation (ωB97M-V/def2-TZVPD) of a 11-piece molecular cluster, C17H56N2O11 overall.

For the gap between HOMO and LUMO, the calculation gives 0.3578 hartree. As for the energy above the lowest of the compared OMol25 structures with the same formula, charge and spin: 3.567 eV.

CARTESIAN COORDINATES (ANGSTROEM)
1 N -3.297 -29.145 -16.556
2 C -4.303 -29.007 -17.250
3 N -4.352 -29.998 -18.124
4 O -5.333 -28.025 -17.054
5 H -3.086 -28.490 -15.785
6 H -2.517 -29.642 -17.007
7 H -5.261 -29.906 -18.701
8 H -3.868 -30.868 -18.065
9 C -7.621 -25.336 -20.611
10 C -7.996 -25.021 -19.175
11 C -7.316 -25.925 -18.203
12 O -7.962 -23.821 -18.818
13 H -8.220 -24.704 -21.284
14 H -7.946 -26.401 -20.804
15 H -6.564 -25.253 -20.855
16 H -9.084 -25.313 -19.294
17 H -7.437 -26.996 -18.483
18 H -7.622 -25.810 -17.165
19 H -6.185 -25.677 -18.246
20 H -8.270 -23.240 -19.558
21 C -0.958 -31.108 -17.214
22 C -0.403 -31.047 -18.662
23 C -1.511 -30.668 -19.682
24 O 0.530 -30.229 -18.872
25 H -0.396 -31.862 -16.721
26 H -1.990 -31.411 -17.110
27 H -0.840 -30.203 -16.687
28 H -0.092 -32.007 -19.013
29 H -1.225 -30.784 -20.702
30 H -1.914 -29.646 -19.580
31 H -2.394 -31.375 -19.598
32 H 0.182 -29.295 -19.031
33 C -3.618 -27.710 -23.815
34 C -4.248 -26.334 -23.760
35 C -5.751 -26.315 -23.336
36 O -3.660 -25.565 -23.023
37 H -2.566 -27.777 -24.168
38 H -4.158 -28.306 -24.592
39 H -3.746 -28.219 -22.883
40 H -4.209 -25.934 -24.748
41 H -5.995 -26.918 -22.446
42 H -6.346 -26.606 -24.230
43 H -6.056 -25.338 -23.165
44 H -2.742 -25.545 -23.353
45 C -0.971 -27.538 -18.309
46 O -0.153 -27.734 -19.481
47 H -2.016 -27.209 -18.515
48 H -0.499 -26.809 -17.731
49 H -0.957 -28.433 -17.779
50 H -0.641 -27.355 -20.199
51 C -2.916 -25.117 -17.065
52 O -2.561 -24.226 -16.004
53 H -3.208 -26.050 -16.699
54 H -2.078 -25.212 -17.723
55 H -3.736 -24.723 -17.660
56 H -2.836 -23.314 -16.316
57 C -7.028 -29.510 -20.900
58 O -6.685 -29.773 -19.559
59 H -8.000 -29.960 -21.151
60 H -6.242 -29.826 -21.580
61 H -7.259 -28.438 -20.979
62 H -7.393 -29.492 -18.966
63 C -1.950 -24.886 -20.471
64 O -1.689 -26.141 -20.969
65 H -0.991 -24.521 -20.050
66 H -2.746 -25.006 -19.786
67 H -2.270 -24.239 -21.271
68 H -2.577 -26.362 -21.187
69 C -4.517 -26.935 -20.081
70 O -3.692 -28.008 -20.302
71 H -5.548 -27.383 -20.151
72 H -4.423 -26.141 -20.712
73 H -4.434 -26.657 -19.001
74 H -3.574 -28.620 -19.573
75 C -4.959 -23.159 -20.338
76 O -5.163 -23.433 -18.980
77 H -4.081 -22.479 -20.487
78 H -5.928 -22.685 -20.520
79 H -4.865 -24.022 -20.947
80 H -6.125 -23.588 -18.768
81 C -0.375 -28.596 -22.554
82 O 0.258 -27.424 -23.021
83 H -0.802 -29.234 -23.374
84 H -1.237 -28.249 -22.001
85 H 0.265 -29.167 -21.948
86 H 0.947 -27.179 -22.402